{
  "formula": "C5H6N2O",
  "method": "ωB97M-V/def2-TZVPD",
  "charge": 0,
  "lumo_ev": 0.2,
  "largest_force_ev_per_a": 7.69,
  "relative_energy_kj_mol": 433.7,
  "orbital_gap_ev": 7.868,
  "e_homo_ev": -7.63,
  "elements": ["O", "N", "N", "C", "C", "C", "C", "C", "H", "H", "H", "H", "H", "H"],
  "xyz": [[1.8859, 0.5341, 1.4663], [-0.2493, 0.0582, 0.4697], [1.4832, 0.2950, -0.7672], [1.0904, 0.3708, 0.5635], [0.5655, -0.2358, -1.5277], [-1.7242, 0.1102, 0.9574], [-0.6500, -0.4125, -0.8330], [-2.1709, -0.5349, -0.4145], [-2.2335, 0.9884, 1.2132], [-2.4733, -1.5603, -0.4200], [-2.9322, -0.2844, -1.3241], [-2.0290, -0.5524, 1.8641], [0.7572, -0.5544, -2.4540], [2.5218, -0.5683, -1.0012]],
  "forces_ev_per_a": [[-0.90, 0.39, 0.50], [-3.28, 0.16, 0.52], [7.08, -2.98, -0.01], [0.45, -0.46, 0.88], [-7.50, -1.55, 0.27], [-0.10, -3.00, 0.55], [2.89, 1.43, 0.81], [0.85, 0.03, -3.50], [0.23, 2.05, -0.14], [0.29, -0.97, 1.01], [1.58, 1.07, 2.64], [1.20, 0.64, -1.58], [0.73, -0.81, -3.50], [-3.52, 4.00, 1.56]],
  "nbo_charge": [-0.624, -0.437, -0.536, 0.726, -0.098, -0.176, 0.096, -0.448, 0.215, 0.226, 0.245, 0.210, 0.198, 0.402]
}

=====

{
  "formula": "C4H6N2O2",
  "method": "ωB97M-V/def2-TZVPD",
  "charge": 0,
  "lumo_ev": 0.8,
  "largest_force_ev_per_a": 1.84,
  "relative_energy_kj_mol": 572.4,
  "orbital_gap_ev": 9.824,
  "e_homo_ev": -8.98,
  "smiles": "O[C@H]1[C@H]2N=CNO[C@H]12",
  "elements": ["O", "O", "N", "N", "C", "C", "C", "C", "H", "H", "H", "H", "H", "H"],
  "xyz": [[2.6198, 0.1725, -0.3728], [-0.9286, -1.4228, -0.0070], [-1.9359, -0.3718, 0.0460], [-0.4464, 1.4956, 0.1041], [-1.5727, 0.9505, -0.2046], [0.2841, -0.7225, -0.3467], [0.3168, 0.4030, 0.6064], [1.5911, -0.3495, 0.3861], [1.9854, -0.9397, 1.2148], [0.3306, -0.5325, -1.4113], [-0.1097, 0.1444, 1.5838], [-2.4053, 1.5826, -0.5840], [2.3115, 0.9211, -0.9151], [-2.6813, -0.7296, -0.5480]],
  "forces_ev_per_a": [[0.03, -0.10, -0.63], [0.95, -0.44, -0.38], [-0.15, -0.26, -0.56], [-0.45, 0.70, -0.69], [-0.39, 1.07, 0.24], [-1.01, -1.24, 0.91], [0.23, 0.22, 0.50], [0.04, 0.56, 0.26], [-0.24, 0.24, -0.18], [0.09, 0.45, -0.03], [0.25, -0.52, -0.27], [0.57, -0.59, 0.23], [0.00, -0.42, 0.41], [0.08, 0.32, 0.18]],
  "nbo_charge": [-0.682, -0.354, -0.351, -0.454, 0.217, -0.025, -0.172, 0.140, 0.211, 0.184, 0.218, 0.199, 0.483, 0.384]
}

=====

{
  "formula": "CF39HfO3P6S",
  "method": "ωB97M-V/def2-TZVPD",
  "charge": -3,
  "lumo_ev": 5.2,
  "largest_force_ev_per_a": 8.61,
  "relative_energy_kj_mol": 449.9,
  "orbital_gap_ev": 8.363,
  "e_homo_ev": -3.16,
  "elements": ["Hf", "S", "P", "P", "P", "P", "P", "P", "F", "F", "F", "F", "F", "F", "F", "F", "F", "F", "F", "F", "F", "F", "F", "F", "F", "F", "F", "F", "F", "F", "F", "F", "F", "F", "F", "F", "F", "F", "F", "F", "F", "F", "F", "F", "F", "F", "F", "O", "O", "O", "C"],
  "xyz": [[0.0497, 0.0310, -0.1802], [1.6109, 2.0160, 2.5479], [-2.8271, -2.2568, -1.6429], [2.7701, 1.2870, -1.4734], [-1.2555, 1.6574, -3.4909], [-2.2483, 2.2431, 0.9576], [-0.8051, -1.7938, 3.0979], [1.4619, -2.9429, -0.6994], [-0.8409, 2.8179, -2.3926], [-0.8174, -2.3312, 4.5669], [-1.9315, -2.1774, -2.9860], [2.8167, 2.4038, -2.6733], [-3.5745, -2.6472, -0.2778], [1.9781, 0.2364, -2.3199], [3.3312, 2.2699, -0.3007], [-1.5460, 1.1709, 1.8970], [4.3487, 2.0107, 2.6369], [2.5832, 0.2120, -0.2898], [-0.8760, 0.6634, -2.2737], [-2.0032, -0.7257, 3.5174], [2.0869, -4.0761, 0.2272], [-3.5264, -0.8052, -1.7694], [2.8290, -2.4869, -1.4294], [-2.7360, 1.7322, -2.8218], [1.2384, -4.0464, -1.9278], [-1.7752, 2.6760, -4.7235], [-0.7462, -1.1515, 1.6036], [3.5315, 0.0750, 2.7224], [-2.1265, -3.6633, -1.6005], [-1.8949, 3.5143, 1.9641], [-1.5996, 0.3317, -4.4703], [1.6042, -1.7834, 0.4498], [1.3220, 1.7814, -0.9645], [4.2887, 0.6394, -1.6867], [-2.9155, 3.1290, -0.1852], [-2.1086, 0.9537, 0.0663], [-1.7431, -1.4123, -0.7210], [-3.9691, -2.9300, -2.5912], [-3.6026, 1.7242, 1.6890], [3.4289, 1.3953, 4.4345], [0.2434, 1.7093, -4.1188], [0.0319, -3.4110, 0.0635], [0.4155, -0.7962, 3.4520], [-0.8409, 2.3785, 0.1939], [0.7575, -1.7254, -1.5049], [0.3537, -2.8820, 2.5980], [-1.9212, -2.7612, 2.3267], [1.1453, 1.0528, 1.5704], [1.9201, 3.3653, 2.0741], [0.7426, 2.0332, 3.7220], [3.3410, 1.2952, 3.1363]],
  "forces_ev_per_a": [[-0.44, 1.11, 2.05], [-0.41, 3.41, 3.34], [-2.02, -1.53, -2.40], [3.81, 1.41, 1.05], [-1.82, 2.18, -2.46], [0.10, 1.16, 2.96], [0.04, -0.79, -0.31], [-0.87, -4.85, 0.49], [0.11, 0.32, -1.77], [-0.43, -1.24, 0.44], [0.43, 2.87, -0.27], [0.37, -1.64, 1.68], [-0.38, 0.73, -0.28], [0.11, -0.57, -2.40], [0.62, 0.26, -1.62], [2.11, 0.82, 3.98], [0.31, 0.66, -0.35], [-0.19, -1.88, 1.43], [1.82, -2.93, 2.08], [1.41, -1.13, -0.57], [1.58, 0.67, -0.29], [-0.08, -0.88, -0.40], [-0.24, -0.39, 1.12], [0.38, -0.52, -1.18], [-0.27, 1.70, 1.21], [0.67, -0.70, 1.54], [0.90, 2.41, -3.77], [-0.15, -1.44, 0.08], [1.00, -1.63, 2.08], [-1.09, -1.65, -1.52], [0.31, 1.77, 1.70], [-0.03, 0.58, 0.92], [-3.38, 1.02, -0.04], [-1.88, 1.16, -0.90], [-0.46, -0.50, 1.25], [-3.65, -5.51, -5.52], [2.80, 0.55, 0.79], [-1.01, 0.43, 0.55], [-0.07, 1.78, -1.35], [-0.10, -0.33, 1.46], [-0.80, -0.38, 0.80], [1.14, 1.48, -2.14], [-0.76, 0.08, 0.37], [4.19, 3.04, -0.27], [-2.25, 1.39, -1.05], [-1.06, 0.52, 1.03], [0.50, 0.23, 2.30], [-1.06, -2.31, -3.00], [0.15, -1.90, -0.18], [1.42, -0.47, -0.92], [-1.35, 1.42, -1.75]],
  "nbo_charge": [2.764, 2.325, 2.622, 2.618, 2.599, 2.632, 2.613, 2.605, -0.580, -0.570, -0.581, -0.546, -0.571, -0.548, -0.566, -0.573, -0.334, -0.581, -0.595, -0.571, -0.563, -0.564, -0.563, -0.568, -0.570, -0.593, -0.599, -0.305, -0.581, -0.559, -0.571, -0.564, -0.579, -0.568, -0.541, -0.591, -0.599, -0.604, -0.557, -0.319, -0.570, -0.551, -0.576, -0.581, -0.573, -0.587, -0.570, -1.062, -0.940, -0.936, 0.748]
}

=====

{
  "formula": "H22O11",
  "method": "ωB97M-V/def2-TZVPD",
  "charge": 0,
  "lumo_ev": 0.1,
  "largest_force_ev_per_a": 4.41,
  "relative_energy_kj_mol": 383.3,
  "orbital_gap_ev": 10.273,
  "e_homo_ev": -10.15,
  "smiles": "O.O.O.O.O.O.O.O.O.O.O",
  "elements": ["O", "O", "O", "O", "O", "O", "O", "O", "O", "O", "O", "H", "H", "H", "H", "H", "H", "H", "H", "H", "H", "H", "H", "H", "H", "H", "H", "H", "H", "H", "H", "H", "H"],
  "xyz": [[-3.8444, 0.4389, 1.4334], [2.4375, 0.2288, 3.0214], [1.5244, 3.2424, 1.1221], [-1.4617, -3.9823, -1.2933], [3.2836, -0.0063, -3.7750], [1.0058, 0.8590, -4.0884], [-1.0256, 1.8256, 1.5846], [3.2179, -1.0564, 0.9721], [-0.4781, 0.2163, -0.2452], [-5.1577, -0.8922, -0.6567], [0.5941, -0.5584, 2.5344], [-1.3513, 0.1210, 0.1517], [2.4842, -1.0328, 1.5967], [1.3531, 0.2526, -4.7523], [3.4159, -0.0943, -2.8244], [4.0405, 0.5125, -4.0701], [-4.7323, 0.7399, 1.2098], [2.3778, 2.8691, 0.8745], [0.2978, -1.1126, 1.8036], [1.4857, 3.1253, 2.0780], [-0.6275, 0.0513, -1.1830], [-4.8401, -0.1646, -1.2032], [3.2367, -0.0537, 3.4801], [1.9030, 0.6376, 3.7116], [-6.1162, -0.7908, -0.6651], [1.0134, 0.1945, 2.1028], [0.0499, 0.8077, -4.2011], [-1.4386, -4.9126, -1.5443], [-1.0799, 1.1845, 2.3023], [-0.6940, -3.6013, -1.7342], [-3.6309, -0.1968, 0.7411], [-0.0893, 1.8435, 1.3564], [2.8461, -0.6951, 0.1597]],
  "forces_ev_per_a": [[0.23, 0.18, 0.10], [3.37, 2.00, 2.02], [0.12, -0.25, 0.10], [0.13, -0.05, -0.14], [0.94, -0.24, 0.05], [-0.97, 0.03, -0.15], [-0.14, 0.36, 0.84], [0.12, -0.28, -0.66], [0.09, -0.79, -0.79], [-0.14, 0.13, -0.27], [-2.88, -1.24, -1.15], [0.13, 0.44, 0.22], [0.07, -0.03, 0.10], [0.23, 0.06, 0.27], [-0.14, 0.02, -0.12], [-0.05, -0.06, 0.00], [0.18, -0.17, 0.03], [-0.01, 0.02, -0.02], [-0.55, 0.10, -0.04], [0.01, 0.18, -0.01], [0.21, -0.03, -0.02], [-0.04, -0.07, -0.10], [0.28, 0.24, -0.18], [0.03, -0.28, 0.16], [0.05, -0.12, 0.03], [-0.49, -0.48, -0.29], [-0.02, 0.17, -0.05], [-0.05, 0.07, 0.06], [-0.16, -0.02, 0.02], [-0.05, 0.00, 0.08], [-0.37, -0.06, 0.22], [-0.14, 0.24, -0.38], [0.05, -0.08, 0.08]],
  "nbo_charge": [-0.940, -0.958, -0.935, -0.936, -0.941, -0.935, -0.948, -0.957, -0.956, -0.944, -0.956, 0.485, 0.488, 0.479, 0.473, 0.470, 0.468, 0.474, 0.479, 0.469, 0.468, 0.470, 0.490, 0.479, 0.477, 0.474, 0.453, 0.469, 0.471, 0.467, 0.471, 0.472, 0.460]
}